## i
Formula: C3H8O2
Source: the OMol25 dataset
Level of theory: the ωB97M-V functional and the def2-TZVPD basis

Calculated values
net charge	0
molecular weight	76.095	g mol⁻¹
structure (SMILES)	C=CO.CO
E_HOMO	-0.3240	Ha
Kohn-Sham gap	9.669	eV
spin multiplicity	1

```
13
C3H8O2 | the OMol25 dataset | the ωB97M-V functional and the def2-TZVPD basis
O 0.30 -1.21 0.78
H -0.56 -0.92 -1.75
O -1.03 1.20 0.96
H -0.47 -0.65 0.57
C -0.43 2.11 0.03
H 1.89 -1.93 -0.22
H -0.97 1.60 1.84
C 0.45 -1.27 -1.61
H -0.14 1.51 -0.83
H 0.45 2.59 0.44
H -1.16 2.85 -0.31
H 1.00 -1.54 -2.50
C 0.93 -1.47 -0.39
```

These are the natural (NBO) partial charges, in e, on atoms 1 to 5: number 1, O, carries -0.68; number 2, H, carries 0.19; number 3, O, carries -0.74; number 4, H, carries 0.50; number 5, C, carries -0.26

---

## ii
Formula: C3H8O2
Source: the OMol25 dataset
Level of theory: the ωB97M-V functional and the def2-TZVPD basis

Calculated values
net charge	0
molecular weight	76.095	g mol⁻¹
structure (SMILES)	OCCCO
E_HOMO	-0.3777	Ha
Kohn-Sham gap	11.178	eV
spin multiplicity	1

```
13
C3H8O2 | the OMol25 dataset | the ωB97M-V functional and the def2-TZVPD basis
H 0.36 -0.16 -1.46
C -1.06 0.75 -0.04
H -2.49 1.63 -0.80
H -1.04 1.03 1.04
H -1.69 -0.16 -0.09
H 2.51 -1.89 0.70
H 0.31 -1.88 -0.03
O 2.20 -1.06 0.42
H 0.36 -0.75 1.42
C 0.76 -0.90 0.41
O -1.55 1.77 -0.87
H 1.00 1.32 -0.34
C 0.32 0.32 -0.36
```

These are the natural (NBO) partial charges, in e, on atoms 1 to 5: number 1, H, carries 0.20; number 2, C, carries -0.07; number 3, H, carries 0.47; number 4, H, carries 0.15; number 5, H, carries 0.15

---

Q: Which of them is the most stable? A: i.

---

## i
Formula: C5H11N3O3
Source: the OMol25 dataset
Level of theory: the ωB97M-V functional and the def2-TZVPD basis

Calculated values
net charge	0
molecular weight	161.161	g mol⁻¹
E_HOMO	-0.2884	Ha
Kohn-Sham gap	8.168	eV
spin multiplicity	1

```
22
C5H11N3O3 | the OMol25 dataset | the ωB97M-V functional and the def2-TZVPD basis
O 1.57 2.58 -0.15
H -0.58 -2.23 0.55
C 0.44 0.47 0.31
H -0.65 -2.31 -1.21
N -0.66 -0.26 -0.20
C 0.96 1.52 -0.74
H 2.58 2.17 0.44
H 1.26 -0.64 2.03
O -2.92 -0.72 -0.45
C -0.30 -1.72 -0.13
H 2.22 0.32 0.44
H 1.69 -1.59 -1.19
H -3.63 -0.05 -0.01
H 1.25 1.06 -1.52
H 0.08 1.22 1.31
N -2.30 1.31 0.32
C 1.48 -0.52 0.91
O -3.50 1.40 0.42
H 0.11 1.97 -1.40
N -1.97 0.02 -0.03
C 1.23 -1.65 -0.03
H 1.62 -2.34 0.31
```

These are the natural (NBO) partial charges, in e, on atoms 1 to 5: number 1, O, carries -0.66; number 2, H, carries 0.15; number 3, C, carries -0.05; number 4, H, carries 0.19; number 5, N, carries -0.29

---

## ii
Formula: C5H11N3O3
Source: the OMol25 dataset
Level of theory: the ωB97M-V functional and the def2-TZVPD basis

Calculated values
net charge	0
molecular weight	161.161	g mol⁻¹
structure (SMILES)	OC[C@H]1CCCN1n1on1O
E_HOMO	-0.3455	Ha
Kohn-Sham gap	10.278	eV
spin multiplicity	1

```
22
C5H11N3O3 | the OMol25 dataset | the ωB97M-V functional and the def2-TZVPD basis
H -1.47 -0.03 0.16
H -0.98 2.11 0.21
H 1.95 1.84 0.71
N -0.46 -0.84 -1.70
N -1.29 -1.95 -1.37
C -0.18 1.59 0.72
H -0.64 -1.74 1.45
C 1.17 1.69 -0.04
H 1.13 2.60 -0.59
H 0.06 1.92 1.68
O -0.01 -2.15 -1.98
H -1.27 -0.36 2.54
H 2.41 -0.02 -0.73
H 1.25 0.52 -1.93
H 1.37 -0.72 2.02
O 0.63 -0.45 2.62
C -0.53 0.18 0.56
N 0.43 -0.51 -0.34
C 1.42 0.39 -0.84
C -0.49 -0.68 1.89
O -2.29 -2.07 -2.22
H -2.19 -1.33 -2.82
```

These are the natural (NBO) partial charges, in e, on atoms 1 to 5: number 1, H, carries 0.20; number 2, H, carries 0.21; number 3, H, carries 0.21; number 4, N, carries 0.05; number 5, N, carries 0.19

---

## iii
Formula: C5H11N3O3
Source: the OMol25 dataset
Level of theory: the ωB97M-V functional and the def2-TZVPD basis

Calculated values
net charge	0
molecular weight	161.161	g mol⁻¹
E_HOMO	-0.3466	Ha
Kohn-Sham gap	9.827	eV
spin multiplicity	1

```
22
C5H11N3O3 | the OMol25 dataset | the ωB97M-V functional and the def2-TZVPD basis
H -1.22 -1.34 0.68
N 1.04 -0.82 1.71
C -0.80 1.30 -1.58
C -2.24 -0.41 -0.42
C 0.92 -0.05 -1.55
H -0.85 -0.73 -2.79
C -1.10 0.56 -0.36
H 1.37 -1.19 -1.34
O -2.31 -1.34 0.52
H -3.29 0.10 -0.50
H 1.53 0.80 -1.43
H 0.09 2.07 -1.43
O 1.46 -0.69 2.86
H 1.65 1.38 2.03
N 0.27 -0.12 -0.28
H -1.90 -0.85 -1.61
H -1.81 2.23 -1.78
C -0.15 0.17 -2.66
H -1.37 1.32 0.54
O 1.94 1.12 1.02
H 0.01 0.61 -3.89
N 1.15 0.01 0.83
```

These are the natural (NBO) partial charges, in e, on atoms 1 to 5: number 1, H, carries 0.48; number 2, N, carries 0.19; number 3, C, carries -0.41; number 4, C, carries -0.03; number 5, C, carries -0.26

---

Q: Which of them is the most stable? A: ii.

---

## i
Formula: H10O5
Source: the OMol25 dataset
Level of theory: the ωB97M-V functional and the def2-TZVPD basis

Calculated values
net charge	0
molecular weight	90.075	g mol⁻¹
structure (SMILES)	O.O.O.O.O
E_HOMO	-0.3948	Ha
Kohn-Sham gap	11.146	eV
spin multiplicity	1

```
15
H10O5 | the OMol25 dataset | the ωB97M-V functional and the def2-TZVPD basis
O 3.88 0.10 0.82
H 3.13 0.28 0.21
O 2.17 -1.40 2.99
H 2.76 -1.26 3.75
H 2.53 -2.19 2.55
H 3.27 -0.16 1.53
O -5.92 2.95 -0.81
H -0.71 -1.31 -4.42
H -5.41 2.14 -0.91
O 1.14 0.35 1.07
H 0.55 1.03 1.46
H -0.84 -2.71 -4.08
H -5.34 3.68 -1.05
H 1.15 -0.30 1.80
O -1.42 -1.92 -4.16
```

These are the natural (NBO) partial charges, in e, on atoms 1 to 5: number 1, O, carries -0.95; number 2, H, carries 0.48; number 3, O, carries -0.96; number 4, H, carries 0.49; number 5, H, carries 0.49

---

## ii
Formula: H10O5
Source: the OMol25 dataset
Level of theory: the ωB97M-V functional and the def2-TZVPD basis

Calculated values
net charge	0
molecular weight	90.075	g mol⁻¹
E_HOMO	-0.2765	Ha
Kohn-Sham gap	8.189	eV
spin multiplicity	1

```
15
H10O5 | the OMol25 dataset | the ωB97M-V functional and the def2-TZVPD basis
H -1.87 -1.64 0.23
O -0.39 2.79 -0.35
H -0.89 3.47 0.10
H 0.77 -0.86 -0.70
H -0.46 -0.22 -1.33
H -1.04 2.10 -0.53
O -0.16 -0.67 -0.53
H 4.00 -1.19 -0.67
O 3.45 -0.58 -0.17
H -0.92 -0.68 1.19
O -2.55 -1.27 -0.34
H -3.37 -1.68 -0.03
H -0.39 0.66 1.66
H 4.06 -0.21 0.49
O -0.25 -0.02 0.99
```

These are the natural (NBO) partial charges, in e, on atoms 1 to 5: number 1, H, carries 0.46; number 2, O, carries -0.94; number 3, H, carries 0.46; number 4, H, carries 0.48; number 5, H, carries 0.46

---

Q: Which of them is the most stable? A: i.

---

## i
Formula: H10O5
Source: the OMol25 dataset
Level of theory: the ωB97M-V functional and the def2-TZVPD basis

Calculated values
net charge	0
molecular weight	90.075	g mol⁻¹
structure (SMILES)	O.O.O.O.O
E_HOMO	-0.4152	Ha
Kohn-Sham gap	11.296	eV
spin multiplicity	1

```
15
H10O5 | the OMol25 dataset | the ωB97M-V functional and the def2-TZVPD basis
H -0.20 -0.46 -0.62
H 3.94 0.33 0.66
O -1.92 1.54 3.00
H -1.65 2.46 2.95
H -3.95 -3.52 -1.17
H -2.45 -3.69 -1.36
H 0.84 1.99 -2.30
O -3.27 -4.18 -1.27
H -1.54 1.13 2.23
O 3.08 0.62 0.96
H 3.08 1.57 0.80
O -0.28 -0.38 0.33
H 2.26 1.46 -2.18
O 1.45 1.36 -2.68
H 0.61 -0.23 0.64
```

These are the natural (NBO) partial charges, in e, on atoms 1 to 5: number 1, H, carries 0.47; number 2, H, carries 0.48; number 3, O, carries -0.94; number 4, H, carries 0.46; number 5, H, carries 0.47

---

## ii
Formula: H10O5
Source: the OMol25 dataset
Level of theory: the ωB97M-V functional and the def2-TZVPD basis

Calculated values
net charge	0
molecular weight	90.075	g mol⁻¹
structure (SMILES)	O.O.O.O.O
E_HOMO	-0.4237	Ha
Kohn-Sham gap	11.967	eV
spin multiplicity	1

```
15
H10O5 | the OMol25 dataset | the ωB97M-V functional and the def2-TZVPD basis
H -9.92 -0.97 25.45
H -10.41 -2.45 25.50
O -10.75 -0.56 22.76
H -9.22 0.10 22.84
H -10.43 -1.05 23.52
O -7.88 -3.89 25.99
H -7.01 -4.28 25.95
H -7.61 -2.98 26.01
H -11.38 -0.01 23.18
H -9.15 0.89 24.55
O -10.04 -1.78 24.90
H -8.63 1.52 23.04
O -8.39 0.58 23.03
O -9.78 0.94 25.31
H -10.70 1.01 25.02
```

These are the natural (NBO) partial charges, in e, on atoms 1 to 5: number 1, H, carries 0.50; number 2, H, carries 0.50; number 3, O, carries -0.94; number 4, H, carries 0.49; number 5, H, carries 0.49

---

Q: Which of them is the most stable? A: ii.

---

## i
Formula: H10O5
Source: the OMol25 dataset
Level of theory: the ωB97M-V functional and the def2-TZVPD basis

Calculated values
net charge	0
molecular weight	90.075	g mol⁻¹
structure (SMILES)	O.O.O.O.O
E_HOMO	-0.4211	Ha
Kohn-Sham gap	11.992	eV
spin multiplicity	1

```
15
H10O5 | the OMol25 dataset | the ωB97M-V functional and the def2-TZVPD basis
O 1.76 -2.12 1.35
O 0.10 2.24 -1.02
H -2.63 1.63 1.15
O -2.24 1.30 0.34
O 1.79 0.21 -1.77
H 0.82 -2.08 1.53
H 0.88 1.76 -0.71
H 0.99 0.63 -2.12
H -1.71 -0.97 0.56
H 0.36 3.16 -1.14
H 1.73 -0.73 -1.61
H 1.88 -3.05 1.57
H -1.65 1.96 -0.05
H -0.78 -1.46 1.66
O -1.42 -1.77 1.02
```

These are the natural (NBO) partial charges, in e, on atoms 1 to 5: number 1, O, carries -0.92; number 2, O, carries -0.98; number 3, H, carries 0.47; number 4, O, carries -0.98; number 5, O, carries -0.98

---

## ii
Formula: H10O5
Source: the OMol25 dataset
Level of theory: the ωB97M-V functional and the def2-TZVPD basis

Calculated values
net charge	0
molecular weight	90.075	g mol⁻¹
structure (SMILES)	O.O.O.O.O
E_HOMO	-0.4186	Ha
Kohn-Sham gap	11.853	eV
spin multiplicity	1

```
15
H10O5 | the OMol25 dataset | the ωB97M-V functional and the def2-TZVPD basis
H -4.22 -1.69 -4.22
O 3.26 -3.96 -1.42
H -1.07 0.15 -1.91
H -4.46 -0.96 -5.53
H -0.43 3.50 1.48
H 1.01 3.88 1.76
O 0.43 3.12 1.68
O -0.54 -0.36 -1.31
H 2.76 -3.16 -1.60
H -0.33 0.24 -0.59
O -4.24 -0.81 -4.61
H 0.97 1.13 5.04
O 1.09 0.95 5.97
H 4.07 -3.64 -1.01
H 1.72 1.61 6.26
```

These are the natural (NBO) partial charges, in e, on atoms 1 to 5: number 1, H, carries 0.47; number 2, O, carries -0.94; number 3, H, carries 0.47; number 4, H, carries 0.47; number 5, H, carries 0.47

---

## iii
Formula: H10O5
Source: the OMol25 dataset
Level of theory: the ωB97M-V functional and the def2-TZVPD basis

Calculated values
net charge	0
molecular weight	90.075	g mol⁻¹
structure (SMILES)	O.O.O.O.O
E_HOMO	-0.4077	Ha
Kohn-Sham gap	11.246	eV
spin multiplicity	1

```
15
H10O5 | the OMol25 dataset | the ωB97M-V functional and the def2-TZVPD basis
H -1.31 0.58 -2.32
O 0.59 -2.48 1.13
H -2.40 2.52 0.03
O -1.59 -0.23 -1.91
H 2.41 -1.10 -0.32
O -2.10 2.23 0.90
O -0.07 0.33 0.55
O 3.33 -0.93 -0.55
H 3.35 -0.96 -1.51
H 1.43 -2.32 1.57
H -2.81 2.46 1.50
H -0.76 0.85 0.98
H -1.15 -0.24 -1.05
H 0.43 -1.68 0.61
H 0.64 0.96 0.37
```

These are the natural (NBO) partial charges, in e, on atoms 1 to 5: number 1, H, carries 0.46; number 2, O, carries -0.95; number 3, H, carries 0.49; number 4, O, carries -0.96; number 5, H, carries 0.47

---

## iv
Formula: H10O5
Source: the OMol25 dataset
Level of theory: the ωB97M-V functional and the def2-TZVPD basis

Calculated values
net charge	0
molecular weight	90.075	g mol⁻¹
structure (SMILES)	O.O.O.O.O
E_HOMO	-0.4047	Ha
Kohn-Sham gap	11.402	eV
spin multiplicity	1

```
15
H10O5 | the OMol25 dataset | the ωB97M-V functional and the def2-TZVPD basis
O -0.13 0.79 1.67
H 1.20 -0.43 0.88
H 1.41 -0.17 -1.31
H -0.61 -1.64 0.53
H -0.69 0.03 1.87
O -1.39 0.86 -0.83
H -0.60 0.73 -1.39
O 1.41 -1.14 0.28
H 1.47 1.39 -1.56
O -1.54 -1.40 0.75
H -1.84 -0.69 0.19
H -0.57 0.96 0.81
H -1.37 1.77 -0.65
O 1.07 0.59 -1.88
H 2.18 -1.65 0.64
```

These are the natural (NBO) partial charges, in e, on atoms 1 to 5: number 1, O, carries -0.99; number 2, H, carries 0.51; number 3, H, carries 0.52; number 4, H, carries 0.49; number 5, H, carries 0.49

---

Q: Which of them is the most stable? A: iv.

---

## i
Formula: H10O5
Source: the OMol25 dataset
Level of theory: the ωB97M-V functional and the def2-TZVPD basis

Calculated values
net charge	0
molecular weight	90.075	g mol⁻¹
structure (SMILES)	O.O.O.O.O
E_HOMO	-0.3792	Ha
Kohn-Sham gap	10.680	eV
spin multiplicity	1

```
15
H10O5 | the OMol25 dataset | the ωB97M-V functional and the def2-TZVPD basis
H -2.15 -2.16 0.63
H -2.30 0.20 2.20
O 1.86 0.69 -2.19
O -0.28 -0.25 -0.28
H 2.68 0.19 -2.15
H 2.13 1.61 -2.32
H -3.61 -2.13 0.20
H -1.14 -0.56 -0.59
H 3.56 0.79 0.64
O 2.67 1.09 0.85
H 0.13 0.15 -1.06
O -2.87 -1.56 0.42
H -1.20 0.57 1.23
O -1.57 0.80 2.10
H 2.09 0.55 0.31
```

These are the natural (NBO) partial charges, in e, on atoms 1 to 5: number 1, H, carries 0.48; number 2, H, carries 0.46; number 3, O, carries -0.96; number 4, O, carries -0.98; number 5, H, carries 0.48

---

## ii
Formula: H10O5
Source: the OMol25 dataset
Level of theory: the ωB97M-V functional and the def2-TZVPD basis

Calculated values
net charge	0
molecular weight	90.075	g mol⁻¹
structure (SMILES)	O.O.O.O.O
E_HOMO	-0.4024	Ha
Kohn-Sham gap	11.221	eV
spin multiplicity	1

```
15
H10O5 | the OMol25 dataset | the ωB97M-V functional and the def2-TZVPD basis
H 1.06 2.37 -1.93
H 0.58 0.37 1.03
H 0.51 1.54 2.86
H 0.46 -0.90 0.30
H 1.22 1.64 -0.64
H -1.95 -2.65 0.30
O -1.69 -3.54 0.31
O 1.24 1.75 2.34
O -0.37 -0.39 -2.50
O 1.14 2.51 -0.98
H -0.99 -1.08 -2.76
O 0.34 0.01 0.17
H 0.97 2.61 2.02
H -2.13 -3.87 1.05
H -0.40 -0.35 -1.56
```

These are the natural (NBO) partial charges, in e, on atoms 1 to 5: number 1, H, carries 0.47; number 2, H, carries 0.50; number 3, H, carries 0.46; number 4, H, carries 0.47; number 5, H, carries 0.48

---

Q: Which of them is the most stable? A: i.